DFT (the ωB97M-V functional and the def2-TZVPD basis) results for C16H16F3N3O2STa as an isolated structure at a distorted geometry.

```
42
Properties=species:S:1:pos:R:3:forces:R:3
Ta -0.37792 0.21150 0.57055 0.60 -0.87 0.23
S 0.30093 -0.31555 -1.63640 -0.18 0.98 -1.04
F 3.59213 -1.17902 -2.61027 -0.50 -0.89 0.32
F 1.95078 -1.62823 -3.93171 0.42 -0.77 1.10
F 3.40670 -3.22372 -3.43328 -0.38 1.14 0.29
O 0.06313 2.11772 0.00480 -1.05 -1.68 1.36
O 1.84410 -1.07994 3.94111 -1.71 0.72 -1.40
N 1.87314 2.94565 -1.01042 -2.74 -0.50 -0.23
N 0.51906 -1.99782 0.16091 0.88 0.56 0.95
N 0.68600 0.03258 2.18411 -0.99 0.18 -1.11
C -2.39053 1.52396 1.55570 1.03 1.52 1.02
C 2.48921 -3.66902 -0.87711 -1.63 0.06 -1.46
C 1.20312 -0.57590 3.11283 2.56 -0.60 1.74
C -2.53286 -1.07078 0.57565 -0.92 -1.40 0.02
C 1.98357 -3.89634 0.40531 0.06 1.02 -0.55
C -2.65570 1.33836 0.21096 -0.71 -2.45 -2.04
C -2.12442 2.91214 2.04358 -2.11 -0.13 0.23
C 0.96490 -1.81506 -1.10471 0.55 -1.58 0.19
C -2.82002 -0.01347 -0.28725 0.63 1.81 0.08
C -2.29166 0.43776 2.43759 0.34 -0.51 1.89
C 0.53022 2.71673 -1.00908 4.10 0.69 -1.29
C -2.38192 -0.86353 1.98013 -0.22 -1.35 -1.03
C 2.73325 -2.16747 -2.94275 -0.60 -0.49 -1.25
C 1.12955 -2.93278 0.94516 -1.85 -0.96 0.90
C -0.24999 3.07282 -2.21709 -0.53 0.32 -0.14
C 1.89399 -2.67214 -1.72905 1.57 1.57 1.75
H -2.38428 -1.79673 2.59667 0.35 1.19 -0.20
H -1.35613 3.10225 -2.10658 0.93 0.14 0.16
H 0.72169 -3.03449 2.01165 0.78 0.16 -1.68
H -2.62312 -2.10847 0.19013 0.24 0.78 0.31
H 0.14853 4.01511 -2.58285 -0.35 0.41 -0.02
H 2.47510 2.52930 -0.30168 -0.19 0.38 -0.09
H 2.30289 3.41589 -1.80138 0.04 0.00 0.17
H -2.08431 0.57661 3.53466 -0.32 0.24 -1.28
H -1.48197 3.44995 1.42558 0.58 0.95 -1.83
H -0.00922 2.39691 -3.04278 0.04 -0.35 0.20
H -2.75298 2.12001 -0.55113 0.03 0.07 0.80
H -1.59216 3.01586 2.94830 0.02 -0.51 1.60
H 3.20833 -4.35455 -1.33150 -0.02 0.28 0.27
H 2.27467 -4.79710 0.91651 0.19 0.14 0.55
H -3.12492 3.41459 2.10165 0.90 -0.09 0.08
H -3.06092 -0.15358 -1.34652 0.14 -0.18 0.42
```
Positions in Å, forces in eV/Å.

The value obtained for the HOMO energy is -0.7033 Eh. The spin multiplicity is 1. The calculation puts the LUMO energy at -0.4559 Ha. The calculation puts the energy above the lowest of the compared OMol25 structures with the same formula, charge and spin at 68.6 kJ/mol. The value obtained for the calculated total energy is -45929.724 eV. The total charge is +3.